Computed, not measured: C35H26BeF2N2O3S as an isolated structure in a non-equilibrium geometry, with ωB97M-V/def2-TZVPD.

## Properties
- HOMO-LUMO gap: 7.789 eV
- Charge: 0
- E_HOMO: -8.3526 eV
- Multiplicity: 1
- M: 601.7 g/mol
- Energy relative to the best compared isomer or geometry (same formula, charge and spin): 0.018 eV
- DFT total energy: -2297.36453 Ha

Atoms and positions in Å:
S1 3.12 -0.12 0.40
F1 -6.58 3.80 -0.06
F2 -5.30 0.17 -2.63
O1 -0.55 2.50 0.25
O2 2.09 -0.86 1.19
O3 1.42 3.03 1.19
N1 -1.75 0.11 -0.02
N2 -1.42 1.50 2.41
C1 -1.96 0.84 3.46
C2 2.95 -3.59 0.07
C3 0.76 1.21 3.29
C4 -1.70 -0.55 5.42
C5 -4.38 2.99 0.25
C6 -0.14 1.75 2.42
C7 2.72 1.15 -2.18
C8 -3.88 0.03 4.56
C9 -1.63 -2.10 -1.62
C10 -0.81 -0.81 0.17
C11 2.88 0.77 -3.53
C12 -5.90 2.01 -1.42
C13 -3.43 2.00 -0.01
C14 -2.54 -1.11 -1.87
C15 3.71 3.26 -2.65
C16 0.32 0.32 4.24
C17 3.51 -2.59 -0.72
C18 0.32 2.52 1.19
C19 3.95 2.89 -3.98
C20 3.53 -2.73 -2.13
C21 3.44 1.69 -4.42
C22 2.28 -4.61 -0.59
C23 -3.36 0.82 3.60
C24 4.23 -1.41 -0.09
C25 -3.08 -0.72 5.45
C26 2.20 0.17 -1.15
C27 -3.68 1.00 -0.95
C28 -4.92 1.06 -1.71
C29 -0.74 -1.96 -0.59
C30 2.18 -4.69 -1.98
C31 -1.11 0.22 4.40
C32 -2.67 -0.05 -0.97
C33 -5.60 2.91 -0.42
C34 2.92 -3.77 -2.78
C35 3.15 2.39 -1.77
Be1 -1.84 1.69 0.69
H1 1.28 0.62 -0.76
H2 2.55 -0.19 -3.90
H3 3.54 1.44 -5.49
H4 3.02 2.71 -0.72
H5 5.01 -0.97 -0.73
H6 -3.29 -1.18 -2.65
H7 -3.62 -1.25 6.20
H8 3.02 -3.82 -3.82
H9 -1.02 -1.12 6.03
H10 1.64 -5.48 -2.44
H11 -4.98 -0.02 4.61
H12 4.14 -2.01 -2.69
H13 -4.21 3.76 1.04
H14 1.81 1.39 3.25
H15 -4.03 1.29 2.89
H16 2.97 -3.55 1.17
H17 0.96 -0.19 4.98
H18 4.80 -1.73 0.81
H19 -0.05 -0.63 0.93
H20 4.00 4.24 -2.24
H21 0.06 -2.69 -0.42
H22 1.98 -0.78 -1.63
H23 4.44 3.53 -4.71
H24 -1.60 -3.00 -2.25
H25 1.80 -5.36 0.02
H26 -6.90 1.91 -1.90